Computed, not measured: a 4-piece molecular cluster, C14H22O10S overall in a non-equilibrium geometry, with ωB97M-V/def2-TZVPD.

The LUMO energy comes out at 0.1 eV. The net charge is 0. As for the relative energy (zero: lowest compared OMol25 entry of this formula, charge and spin): 13.5 kcal/mol. The calculated total energy comes out at -1697.21940 Ha. Its gap between HOMO and LUMO is 9.979 eV.

Geometry (Å):
O1 20.158282 30.259253 -9.453177
S1 19.952315 29.812278 -10.787688
O2 21.048298 29.690776 -11.712232
O3 19.182995 28.367572 -10.781399
C1 17.786582 28.611612 -10.595823
C2 17.461797 30.139113 -10.779842
O4 18.675793 30.602248 -11.370494
H1 17.223752 27.999825 -11.298431
H2 17.584585 28.307823 -9.565977
H3 17.405828 30.495143 -9.752559
H4 16.597934 30.304664 -11.408643
O5 15.464156 36.058265 -8.504944
C3 16.039752 35.209707 -9.127438
C4 17.499356 34.915982 -9.135787
C5 17.631887 33.492665 -9.660246
C6 16.308052 33.337448 -10.391321
O6 15.376229 34.279160 -9.834148
H5 17.982543 35.625764 -9.824542
H6 18.078282 35.119771 -8.237411
H7 18.445746 33.370061 -10.366943
H8 17.541677 32.768817 -8.847697
H9 16.389358 33.714264 -11.423364
H10 15.883624 32.338847 -10.401702
O7 23.181301 28.162530 -9.684849
C7 22.894113 27.374610 -8.845890
C8 21.504989 26.922457 -8.414257
C9 21.789179 25.553844 -7.828326
C10 23.227208 25.748668 -7.275994
O8 23.848667 26.655238 -8.195754
H11 21.027631 27.619948 -7.730248
H12 20.992365 26.876175 -9.375650
H13 21.163366 25.218764 -7.004322
H14 21.830331 24.826173 -8.637035
H15 23.185457 26.193248 -6.282835
H16 23.750595 24.798234 -7.271673
O9 15.560933 31.227633 -7.945396
C11 16.174421 30.306215 -7.481177
C12 15.669312 28.942337 -7.036939
C13 16.621362 28.580616 -5.869457
C14 17.846596 29.492826 -6.091888
O10 17.428674 30.483486 -7.012092
H17 14.674079 28.992718 -6.600147
H18 15.587732 28.254448 -7.878809
H19 16.091318 28.704558 -4.928426
H20 16.923452 27.531611 -5.875255
H21 18.047756 29.992895 -5.145447
H22 18.692576 28.919289 -6.460903

Cartesian forces, eV/Å:
O -0.050 -0.087 0.029
S 0.481 -1.263 -0.949
O -1.856 0.667 0.979
O 0.279 1.330 -0.268
C -0.745 -0.450 0.448
C 1.768 -1.982 1.178
O 0.650 0.792 -0.873
H 0.205 -0.138 0.008
H -0.402 -0.025 -0.144
H -0.436 0.791 -0.338
H 0.158 0.332 -0.107
O 0.106 0.231 -0.391
C -0.672 -0.016 1.560
C 1.745 0.351 -0.750
C -1.256 -0.010 0.180
C -0.204 1.029 -1.775
O -0.035 -0.395 0.340
H -0.306 -0.132 -0.246
H -0.694 -0.123 0.454
H 0.267 -0.398 0.399
H 0.910 0.033 0.063
H 0.251 -0.623 -0.057
H -0.159 0.111 0.284
O -0.018 0.481 -0.249
C 0.221 -0.104 0.326
C 0.271 -0.281 -0.770
C 0.893 0.130 0.550
C -0.890 -0.163 -0.562
O -0.046 -0.251 0.365
H 0.060 0.159 -0.079
H -0.563 0.114 0.348
H -0.354 -0.029 -0.272
H -0.176 -0.202 0.147
H 0.234 0.005 0.101
H 0.362 0.145 0.107
O 0.271 -0.574 -0.747
C -0.762 0.504 1.547
C -0.089 -0.159 0.705
C 0.030 -0.906 -0.986
C -1.058 -0.535 0.961
O 0.447 0.438 -0.706
H -0.189 0.444 -0.484
H 0.388 -0.114 0.059
H 0.232 0.462 0.076
H -0.020 0.034 -0.145
H 0.566 0.064 -0.197
H 0.182 0.312 -0.118